Model A:
A cluster of 14 separate species, C28H84O14 in total. Source: the OMol25 dataset; level of theory: the ωB97M-V functional and the def2-TZVPD basis.

The calculation puts the HOMO-LUMO gap at 9.655 eV. Its molecular weight is 644.97 g/mol. The lowest unoccupied orbital energy is 0.009 hartree.

Each line ends with the Löwdin charge.
Geometry (Å):
C -22.5311 14.2765 -12.2794  -0.055
C -21.4291 15.1276 -11.6645  -0.313
O -21.8731 16.4864 -11.5018  -0.110
H -23.4634 14.4285 -11.7399  0.076
H -22.1909 13.2405 -12.2746  0.065
H -22.7178 14.5906 -13.3095  0.080
H -20.4650 15.1077 -12.1794  0.095
H -21.2021 14.7278 -10.6724  0.089
H -21.8284 16.8809 -12.3794  0.100
C -19.3678 11.0951 -6.4982  -0.078
C -18.7861 12.5026 -6.5233  -0.315
O -18.6276 12.9557 -5.1777  -0.079
H -18.7598 10.3956 -5.9206  0.074
H -19.4599 10.6429 -7.4883  0.064
H -20.3559 11.1456 -6.0429  0.077
H -19.5307 13.1604 -6.9874  0.112
H -17.8864 12.5862 -7.1388  0.076
H -19.0748 13.7968 -5.0767  0.083
C -14.4903 13.8652 -13.5358  -0.075
C -15.3088 13.9054 -12.2558  -0.287
O -16.0425 15.1343 -12.2158  -0.130
H -15.1405 13.6999 -14.3960  0.070
H -13.7114 13.1030 -13.4920  0.076
H -14.0158 14.8249 -13.7360  0.068
H -14.6133 13.8559 -11.4101  0.094
H -16.0075 13.0642 -12.1823  0.097
H -16.2356 15.3308 -11.2745  0.041
C -18.2992 15.2252 -14.6608  -0.084
C -17.4381 16.3062 -15.3311  -0.315
O -16.1999 16.4828 -14.6699  -0.107
H -18.5657 15.5806 -13.6605  0.049
H -17.7109 14.3173 -14.5547  0.069
H -19.2445 15.0597 -15.1802  0.073
H -17.9773 17.2608 -15.3495  0.097
H -17.2365 15.9997 -16.3623  0.106
H -16.1852 16.0644 -13.7826  0.029
C -15.8296 19.1877 -7.6998  -0.067
C -15.4629 17.9644 -6.8981  -0.283
O -15.2263 16.9056 -7.8292  -0.121
H -16.7379 19.0698 -8.2905  0.062
H -15.0017 19.4547 -8.3572  0.070
H -15.9761 20.0312 -7.0187  0.083
H -16.2305 17.6957 -6.1594  0.108
H -14.5674 18.1458 -6.2940  0.121
H -14.7995 16.1963 -7.3050  0.044
C -13.7000 17.7098 -12.1691  -0.069
C -13.8941 18.2168 -10.7439  -0.320
O -13.8045 19.6333 -10.7085  -0.088
H -12.7415 18.0125 -12.5958  0.081
H -14.5064 18.0871 -12.7977  0.068
H -13.6811 16.6172 -12.2014  0.050
H -13.1351 17.8706 -10.0423  0.100
H -14.8722 17.8736 -10.3854  0.090
H -14.5794 20.0071 -11.1527  0.040
C -15.8286 14.8673 -4.2142  -0.067
C -15.7294 14.4472 -5.6760  -0.280
O -14.4607 14.8700 -6.2275  -0.103
H -14.9412 14.5616 -3.6545  0.078
H -16.7187 14.4065 -3.7870  0.069
H -15.8539 15.9527 -4.1099  0.073
H -16.5298 14.9322 -6.2306  0.096
H -15.8293 13.3646 -5.7528  0.106
H -13.8305 14.2917 -5.7842  0.103
C -15.7182 11.8263 -8.9338  -0.078
C -15.8362 10.5421 -8.1318  -0.305
O -16.4866 9.5995 -8.9905  -0.087
H -16.7199 12.2507 -9.0557  0.054
H -15.2477 11.7327 -9.9083  0.074
H -15.2122 12.6340 -8.3928  0.065
H -16.3965 10.6460 -7.1961  0.097
H -14.8488 10.1461 -7.8565  0.109
H -16.8358 8.8887 -8.4428  0.081
C -20.0143 11.6411 -10.7992  -0.083
C -19.2499 11.9127 -12.0879  -0.304
O -18.9942 10.7140 -12.8209  -0.074
H -20.9649 11.1367 -10.9844  0.078
H -20.2570 12.5661 -10.2671  0.054
H -19.4645 11.0051 -10.1024  0.061
H -18.2788 12.3668 -11.8648  0.096
H -19.8109 12.5668 -12.7557  0.098
H -18.1739 10.3294 -12.5015  0.080
C -18.6945 16.2476 -9.8864  -0.062
C -17.8512 15.2141 -9.1690  -0.279
O -16.5043 15.3376 -9.5819  -0.112
H -19.7637 16.1374 -9.6793  0.063
H -18.5744 16.2285 -10.9677  0.065
H -18.4832 17.2533 -9.5120  0.067
H -18.2028 14.2201 -9.4693  0.098
H -17.9326 15.1797 -8.0802  0.103
H -16.0063 15.9278 -8.9731  0.051
C -12.5445 14.5291 -9.2207  -0.098
C -11.6196 15.0750 -10.2770  -0.294
O -10.2595 14.7578 -9.9241  -0.085
H -12.2426 14.8052 -8.2070  0.077
H -12.6366 13.4375 -9.1470  0.073
H -13.5778 14.8628 -9.3675  0.058
H -11.6866 16.1598 -10.3179  0.098
H -11.8231 14.6595 -11.2695  0.109
H -10.2640 13.8330 -9.6563  0.073
C -25.6529 16.5167 -9.1135  -0.089
C -24.2925 16.9292 -9.6564  -0.322
O -23.3411 16.1011 -8.9901  -0.091
H -26.4179 17.1276 -9.6051  0.072
H -25.7342 16.6540 -8.0369  0.073
H -25.9145 15.4847 -9.3475  0.072
H -24.1092 17.9929 -9.4701  0.102
H -24.2188 16.7458 -10.7294  0.095
H -22.5585 16.0501 -9.5500  0.031
C -17.6808 18.8649 -12.1406  -0.069
C -17.4949 20.2245 -11.4708  -0.276
O -16.2372 20.8200 -11.8199  -0.081
H -18.6347 18.4701 -11.7769  0.061
H -16.8965 18.1634 -11.8475  0.063
H -17.6652 18.9766 -13.2233  0.078
H -17.5507 20.1332 -10.3869  0.103
H -18.2879 20.8632 -11.8725  0.107
H -16.3760 21.4572 -12.5215  0.092
C -21.1214 19.2403 -9.2719  -0.082
C -21.2530 20.5331 -10.0365  -0.329
O -20.8793 21.6468 -9.2242  -0.077
H -20.0985 19.1020 -8.9207  0.066
H -21.3290 18.4246 -9.9725  0.052
H -21.8649 19.1146 -8.4867  0.080
H -22.3061 20.6721 -10.3341  0.111
H -20.6978 20.5011 -10.9862  0.097
H -21.1020 22.4321 -9.7358  0.080



Model B:
A cluster of 14 separate species, C28H84O14 in total. Source: the OMol25 dataset; level of theory: the ωB97M-V functional and the def2-TZVPD basis.

The calculation puts the HOMO-LUMO gap at 9.708 eV. Its molecular weight is 644.97 g/mol. The lowest unoccupied orbital energy is 0.009 hartree.

Each line ends with the Löwdin charge.
Geometry (Å):
C 0.8392 0.8215 -4.8097  -0.076
C 1.2661 2.1448 -4.2082  -0.294
O 0.2535 3.1282 -4.4609  -0.095
H -0.0374 0.4197 -4.3004  0.057
H 1.6391 0.0972 -4.6344  0.072
H 0.6847 0.8662 -5.8865  0.085
H 2.2275 2.4385 -4.6457  0.118
H 1.4642 1.9797 -3.1413  0.094
H 0.6177 3.9713 -4.1618  0.093
C 3.4896 0.9209 3.0400  -0.083
C 3.2031 1.3319 4.4598  -0.276
O 2.1097 0.5254 4.9315  -0.101
H 2.6230 1.2179 2.4401  0.082
H 3.6270 -0.1497 2.9565  0.050
H 4.3290 1.4681 2.6140  0.086
H 2.9719 2.3899 4.6012  0.115
H 4.0989 1.1616 5.0706  0.113
H 1.7434 0.9888 5.6904  0.101
C -4.8673 3.1056 0.6678  -0.070
C -4.3306 3.2192 -0.7469  -0.279
O -3.8642 1.9150 -1.1006  -0.122
H -5.2929 4.0666 0.9808  0.078
H -4.0583 2.9020 1.3721  0.061
H -5.6534 2.3688 0.8241  0.079
H -3.4316 3.8420 -0.7780  0.096
H -5.1086 3.6533 -1.3853  0.113
H -3.2844 1.9552 -1.8818  0.034
C 0.0551 -3.8595 -3.5926  -0.075
C 1.0237 -2.6884 -3.5914  -0.314
O 2.2571 -3.1251 -4.1651  -0.079
H 0.4955 -4.7594 -3.1692  0.068
H -0.3005 -4.0768 -4.6001  0.074
H -0.7950 -3.5949 -2.9564  0.062
H 1.1737 -2.4329 -2.5352  0.099
H 0.6677 -1.8161 -4.1367  0.080
H 2.9914 -2.5983 -3.8376  0.075
C 5.1943 0.8212 -1.6314  -0.080
C 3.9012 0.5945 -0.8790  -0.340
O 2.9707 0.0107 -1.7612  -0.099
H 5.9689 1.2187 -0.9755  0.073
H 5.0244 1.4921 -2.4746  0.069
H 5.5545 -0.1209 -2.0462  0.075
H 3.4737 1.5111 -0.4427  0.111
H 4.1074 -0.0242 0.0049  0.087
H 2.1426 -0.1697 -1.2749  0.041
C 5.6975 -1.5696 2.2251  -0.090
C 4.7640 -2.5000 1.4662  -0.344
O 4.9040 -3.7953 2.0207  -0.076
H 5.5598 -0.5351 1.9312  0.044
H 6.7400 -1.8612 2.1005  0.077
H 5.4208 -1.7434 3.2682  0.081
H 4.9433 -2.4626 0.3833  0.111
H 3.7313 -2.1513 1.6297  0.097
H 4.2673 -4.3833 1.5787  0.038
C -0.6633 0.1369 -1.1848  -0.053
C -0.3571 -0.6927 0.0355  -0.283
O 1.0541 -0.8817 0.1629  -0.113
H -0.0474 1.0387 -1.1991  0.068
H -1.7250 0.3797 -1.1327  0.051
H -0.5059 -0.3890 -2.1288  0.069
H -0.8468 -1.6794 -0.0112  0.101
H -0.7309 -0.2664 0.9771  0.097
H 1.2452 -1.1597 1.0830  0.055
C -0.1081 4.0109 -0.8099  -0.073
C -0.7559 5.3735 -0.8115  -0.285
O -1.6706 5.3504 0.2836  -0.100
H 0.6723 3.9270 -0.0487  0.087
H 0.4423 3.7876 -1.7278  0.059
H -0.8594 3.2411 -0.6426  0.066
H -1.2629 5.5670 -1.7667  0.110
H -0.0727 6.2235 -0.7128  0.114
H -2.2371 6.1284 0.2609  0.104
C 0.8220 -3.1033 4.4467  -0.046
C 0.1538 -1.9868 3.6394  -0.322
O 1.1455 -1.1936 2.9791  -0.131
H 0.1960 -3.5202 5.2384  0.077
H 1.7419 -2.7429 4.9046  0.079
H 1.0780 -3.9090 3.7564  0.059
H -0.4322 -1.3239 4.2913  0.078
H -0.5329 -2.3983 2.8975  0.099
H 1.5698 -0.6051 3.6567  0.049
C -0.6567 1.6961 3.6940  -0.072
C -1.1149 2.2931 2.3903  -0.323
O -1.3783 3.6858 2.5482  -0.085
H 0.2676 2.1738 4.0241  0.070
H -0.4328 0.6329 3.5779  0.040
H -1.4291 1.7909 4.4604  0.088
H -1.9997 1.7838 1.9815  0.101
H -0.3013 2.1566 1.6562  0.103
H -1.6123 4.0477 1.6747  0.033
C -3.9507 -1.5208 -2.4022  -0.066
C -4.5259 -1.5428 -0.9879  -0.266
O -3.7246 -0.7431 -0.1061  -0.124
H -3.6295 -0.5192 -2.6826  0.050
H -4.6880 -1.8393 -3.1462  0.077
H -3.0970 -2.1960 -2.4961  0.064
H -4.6534 -2.5299 -0.5478  0.113
H -5.5312 -1.0986 -1.0196  0.112
H -3.7989 0.1845 -0.3903  0.044
C -4.2233 1.7886 -4.5800  -0.081
C -3.0077 2.6852 -4.3604  -0.283
O -2.1617 2.1112 -3.3516  -0.126
H -3.9655 0.7778 -4.8903  0.075
H -4.8104 2.2566 -5.3755  0.078
H -4.8260 1.7498 -3.6731  0.065
H -3.3741 3.6281 -3.9318  0.109
H -2.5413 2.8884 -5.3248  0.114
H -1.2447 2.4216 -3.5108  0.055
C -2.7040 -1.6961 4.3370  -0.081
C -2.8244 -1.2260 2.9077  -0.308
O -2.7813 -2.3750 2.0538  -0.095
H -3.4974 -2.3688 4.6629  0.082
H -2.6608 -0.8434 5.0175  0.084
H -1.7648 -2.2429 4.4359  0.033
H -1.9192 -0.6308 2.7062  0.066
H -3.6765 -0.6072 2.6233  0.115
H -3.0058 -2.0563 1.1629  0.039
C 0.8677 -4.1906 0.7676  -0.048
C 2.0932 -4.7231 0.0316  -0.288
O 2.9455 -5.4975 0.8698  -0.088
H 1.1855 -3.7596 1.7150  0.052
H 0.1955 -5.0297 0.9452  0.086
H 0.3939 -3.4248 0.1587  0.055
H 2.7220 -3.9339 -0.3903  0.110
H 1.8318 -5.2950 -0.8679  0.109
H 2.5044 -6.3046 1.1495  0.099



Computed relative energies in units of eV: model A 0.591; model B 0.000